Record 1
The following is a quantum chemistry calculation of a 6-piece molecular cluster, C25H48BNO14 overall at a distorted geometry, from OMol25.

Geometry (Å):
1 O -1.53964 4.29803 0.31789
2 O -3.86718 -1.87464 -1.48204
3 O 2.99825 3.32040 5.39280
4 O -1.46453 2.17613 0.52359
5 O -1.02419 -6.84091 1.13618
6 O 0.91321 -6.18081 2.04847
7 O 0.01443 -4.93102 -4.65477
8 O -2.16787 -3.12303 -0.72349
9 O -0.32842 6.51113 -3.57378
10 O 3.25592 6.88612 -0.16313
11 O 1.12812 -3.86324 -3.02962
12 O -1.27137 7.21836 -1.39278
13 O 2.12735 5.13280 0.65768
14 O 1.83914 1.44357 5.78717
15 N -1.42655 3.21919 1.15670
16 C -1.99589 3.14363 -2.64463
17 C -0.97785 -2.93387 -3.62025
18 C -0.96704 -3.47235 1.36463
19 C 0.77212 3.28822 4.56153
20 C 0.26461 -7.05717 1.47852
21 C -0.40566 3.52101 -2.67574
22 C 0.86192 -8.41432 1.23824
23 C 1.94014 2.69961 5.30020
24 C -0.86372 -3.27198 -0.13493
25 C -2.36423 -0.78152 -0.00086
26 C -0.56716 6.25664 -2.25670
27 C -2.43584 -8.82363 1.11768
28 C -2.83922 -1.95400 -0.81082
29 C -1.80295 -7.71459 0.29976
30 C 5.47222 7.87123 0.04138
31 C 3.50773 6.28936 2.20835
32 C -0.15574 4.54875 -0.10810
33 C 3.97718 8.12066 -0.00476
34 C -3.14707 4.08397 -2.62396
35 C -1.19051 -5.24686 -5.37432
36 C 0.27083 0.00134 4.61046
37 C -1.33488 -4.36583 -6.60007
38 C 2.89155 6.07650 0.85507
39 C 0.11753 -3.95638 -3.72502
40 C 0.60597 0.71261 5.90710
41 B 0.04549 4.78614 -1.72864
42 H -1.67896 -9.45795 1.58775
43 H -1.05526 -2.61632 -2.57581
44 H -1.20811 -8.09383 -0.53703
45 H -1.95928 -3.31318 -3.89548
46 H 3.61554 8.68069 0.86326
47 H -0.14021 3.81577 -3.80165
48 H 5.79750 7.33388 -0.85452
49 H -0.72506 -2.07117 -4.24217
50 H -2.26707 1.98131 -2.63195
51 H 0.02144 -3.64077 1.79977
52 H -0.45374 -4.45766 -7.24222
53 H -2.06522 -5.20370 -4.71790
54 H 0.74460 -9.02326 2.13844
55 H 0.11852 0.71001 3.79146
56 H 5.74975 7.25204 0.89915
57 H -1.09624 -6.29063 -5.69311
58 H -2.59448 -7.09801 -0.13989
59 H -1.41862 -3.30982 -6.32797
60 H -1.60534 -4.33148 1.59196
61 H -0.63672 -0.59741 4.72299
62 H -3.07124 -9.45198 0.48819
63 H -0.19268 2.91905 4.90169
64 H -4.07002 3.94110 -3.36559
65 H 6.01855 8.81581 0.10552
66 H 1.92756 -8.28948 1.02257
67 H 0.76344 4.36891 4.73392
68 H 0.43811 -8.93440 0.38223
69 H 1.09357 -0.65504 4.31134
70 H 0.88825 3.09407 3.49207
71 H 0.26783 2.57644 -2.39942
72 H -2.59166 0.13514 -0.55376
73 H 3.77108 7.32473 2.41208
74 H -0.21074 -2.43628 -0.40527
75 H 1.22972 4.90125 -1.88437
76 H -3.04223 -8.40364 1.92583
77 H 0.17853 5.56375 0.42344
78 H -3.24731 4.96827 -1.84872
79 H 4.39281 5.65503 2.30420
80 H -0.20471 1.36032 6.25516
81 H 3.74329 8.73090 -0.88389
82 H -0.42091 -4.16678 -0.58573
83 H 0.61487 3.73553 0.28662
84 H -1.41804 -2.60526 1.85550
85 H 0.76333 -0.03316 6.69389
86 H 2.77511 6.00523 2.97008
87 H -1.29031 -0.77365 0.17078
88 H -2.22188 -4.64650 -7.17389
89 H -2.89353 -0.76712 0.95547

Output
multiplicity = 1
E_LUMO = 2.7218 eV
charge = -2
highest occupied orbital energy = 0.499 eV
electronic energy = -2114.00451 hartree
gap between HOMO and LUMO = 0.0817 Ha

---

Record 2
The following is a quantum chemistry calculation of C25H48BiP4Se as an isolated structure at a distorted geometry, from OMol25.

Geometry (Å):
1 Bi -0.58004 -0.14840 0.00479
2 Se 0.05022 0.22901 -3.52513
3 P 0.12584 -2.89050 -0.01401
4 P -3.18137 -0.27229 -0.36169
5 P -0.07531 2.65017 -0.09696
6 P 0.41195 -0.06327 2.79862
7 C 3.22032 -0.04919 -1.58117
8 C -0.65195 -3.95346 1.25418
9 C -2.73304 1.39385 5.13797
10 C -4.02748 1.17963 0.29219
11 C 1.95819 0.21610 -7.27098
12 C -2.46402 0.82412 6.39326
13 C -1.85476 1.20457 4.06082
14 C 1.62933 1.27390 3.08551
15 C 1.54470 -1.41392 3.36338
16 C -0.93862 3.67005 1.15340
17 C -3.83855 -1.78876 0.36120
18 C 2.80595 -0.31342 -4.65544
19 C 3.74738 -0.25385 -5.69232
20 C 3.34339 0.03104 -7.00803
21 C -3.52044 -0.33450 -2.14153
22 C -0.69192 0.41124 4.23136
23 C 1.62377 3.31440 -0.02184
24 C -0.34286 -0.01067 5.53080
25 C 1.01461 0.19681 -6.22173
26 C 1.86820 -3.42452 0.08153
27 C 4.08143 0.01358 -0.55539
28 C -0.44410 -3.66591 -1.57127
29 C -0.70137 3.38607 -1.64952
30 C -1.24333 0.16232 6.58937
31 C 1.44664 0.01334 -4.88181
32 H 1.90730 -4.45581 -0.30197
33 H -0.06621 -3.92168 2.17767
34 H 2.02156 1.16385 4.11692
35 H -3.01388 -1.20010 -2.58423
36 H -3.14412 0.57232 -2.63025
37 H -3.56843 2.08190 -0.13636
38 H 0.79856 0.17416 -2.16786
39 H -0.25937 2.88621 -2.52709
40 H 1.59950 0.37918 -8.29455
41 H 2.30131 2.75680 -0.68122
42 H 4.80234 -0.43366 -5.47233
43 H -1.67246 -3.61707 1.45849
44 H -0.44277 4.45779 -1.65491
45 H -5.09218 1.17374 0.03287
46 H -0.67349 -4.98113 0.86895
47 H -0.96155 -0.23094 7.57134
48 H 2.89322 -1.03865 -1.92990
49 H 4.49331 0.98222 -0.25333
50 H 0.62176 -0.47640 5.72043
51 H 1.19101 2.27679 2.97828
52 H -3.64109 1.99736 5.00357
53 H -3.65031 -1.79164 1.44209
54 H -1.79456 3.27867 -1.69047
55 H -4.91766 -1.87159 0.19319
56 H 2.08513 -1.10573 4.27305
57 H -2.01247 3.46445 1.12003
58 H 3.12715 -0.58210 -3.65580
59 H 2.30773 -1.54756 2.57038
60 H 2.91986 0.84986 -2.12648
61 H -4.59872 -0.42237 -2.32087
62 H -3.93160 1.21094 1.38466
63 H -2.06657 1.66037 3.08983
64 H -3.34189 -2.65900 -0.09057
65 H 2.21828 -3.41496 1.12130
66 H -0.76454 4.72560 0.90905
67 H -0.56027 3.46407 2.15913
68 H -3.16707 0.91757 7.22307
69 H 4.49840 -0.90015 -0.15010
70 H -1.54153 -3.61101 -1.63976
71 H 1.05660 -2.38143 3.55477
72 H 2.46473 1.16380 2.38037
73 H 1.56898 4.36270 -0.35336
74 H -0.05991 0.33975 -6.43184
75 H -0.00437 -3.15029 -2.43878
76 H -0.13202 -4.72309 -1.57003
77 H 2.52372 -2.78342 -0.52313
78 H 2.01664 3.27952 1.00104
79 H 4.07922 0.09259 -7.81480

Output
multiplicity = 1
E_LUMO = -10.6601 eV
charge = +3
highest occupied orbital energy = -15.226 eV
relative energy (zero: lowest compared OMol25 entry of this formula, charge and spin) = 0.0 kcal/mol
electronic energy = -4961.82332 hartree
gap between HOMO and LUMO = 0.1678 Ha

---

Record 3
The following is a quantum chemistry calculation of C25H48BrF3O13P2 as an isolated structure at a distorted geometry, from OMol25.

Geometry (Å):
1 Br 4.31534 -3.63763 -2.33598
2 P 5.41351 -0.28889 0.55630
3 P 4.44693 -2.96925 0.52338
4 F -0.03634 0.26607 -1.32906
5 F -0.03894 0.22985 1.07797
6 F 1.79554 -1.87935 -1.31514
7 O -1.74541 -3.55952 2.25398
8 O 5.34502 -3.30450 1.72170
9 O -3.87423 3.94755 -0.64801
10 O 7.88938 -1.36062 -0.63325
11 O 4.02873 -1.33202 0.52555
12 O 10.95840 1.76385 -2.90475
13 O 5.38028 -3.37507 -0.86499
14 O 5.54874 0.25276 -1.08165
15 O 4.93156 1.11326 1.45130
16 O 2.98808 -3.83530 0.55504
17 O -8.23807 3.32174 2.07670
18 O -5.87128 -3.79253 -0.71306
19 O -4.77731 0.67559 2.91943
20 C -6.62240 -4.69112 -1.04013
21 C -9.24662 3.74729 2.60642
22 C -3.51412 2.43477 -2.44522
23 C 12.23848 3.43354 -1.80032
24 C -3.07514 2.14702 2.15266
25 C 2.09844 -3.33740 1.59035
26 C -9.34152 5.17565 3.07316
27 C -6.58722 -5.27396 -2.42786
28 C -5.57340 2.76355 2.10274
29 C 0.77789 -2.63024 1.03042
30 C -4.50267 1.76057 2.43699
31 C 11.41207 2.89158 -2.93610
32 C -2.56280 4.82545 -2.42497
33 C 0.33749 -0.39175 -0.13053
34 C -7.62369 -5.26411 -0.07263
35 C -4.09674 -3.87132 2.07557
36 C 9.92055 -0.18973 -1.02339
37 C -3.36560 3.75446 -1.73579
38 C 9.63615 -2.69350 -1.53990
39 C -10.44870 2.86643 2.82127
40 C 9.03970 -1.40897 -1.02786
41 C -2.81035 -3.12724 1.84600
42 C 1.01358 -1.63260 -0.17770
43 C -2.88895 -1.82835 1.09260
44 C 11.16909 3.80004 -4.11169
45 H -2.41339 1.32803 2.44360
46 H -7.42584 -6.32695 0.08118
47 H 0.31498 -2.05843 1.89615
48 H -6.54442 2.35191 2.35909
49 H -9.51312 5.20388 4.15119
50 H -3.88996 -4.78889 2.63085
51 H -11.30849 3.27366 2.28513
52 H -4.78298 -3.25508 2.66027
53 H -8.63579 -5.11989 -0.45632
54 H 2.63362 -2.69730 2.38171
55 H 9.94195 -2.57208 -2.58123
56 H 13.23728 3.69233 -2.15791
57 H -10.66949 2.79230 3.88816
58 H -2.80866 3.03462 2.72998
59 H -10.15216 5.68519 2.54809
60 H -3.28826 -2.00332 0.09100
61 H 12.33101 2.67132 -1.02432
62 H -5.41766 3.67871 2.67810
63 H -4.11585 1.76034 -1.83273
64 H -3.52248 -1.12185 1.63473
65 H 12.12051 4.07520 -4.57164
66 H -10.23783 1.86670 2.43716
67 H -6.34347 -6.33724 -2.37841
68 H 10.79016 -0.36194 -0.38500
69 H -5.81965 -4.76574 -3.01437
70 H -7.53605 -4.74923 0.88601
71 H 9.35969 0.65999 -0.62939
72 H -1.53846 4.48027 -2.57991
73 H 11.75114 4.31183 -1.37218
74 H -7.55343 -5.13037 -2.91595
75 H 10.56000 3.27844 -4.85217
76 H -2.54011 5.71964 -1.79932
77 H 10.49294 -2.97638 -0.92503
78 H 1.74023 -4.26449 2.16880
79 H 10.23853 0.04317 -2.04082
80 H -4.54813 -4.13540 1.11710
81 H 5.61705 -0.59526 -1.57638
82 H -2.53171 1.98380 -2.60098
83 H 4.42545 0.84271 2.24453
84 H 10.63444 4.69466 -3.78590
85 H 0.05696 -3.44620 0.69219
86 H -4.01840 2.58215 -3.40258
87 H -5.55591 2.98128 1.03319
88 H -3.02474 5.07872 -3.38150
89 H 8.88812 -3.48707 -1.48458
90 H -8.40430 5.69074 2.85415
91 H -2.94840 2.33782 1.08539
92 H -1.88841 -1.40236 1.00121

Output
multiplicity = 1
E_LUMO = -0.5671 eV
highest occupied orbital energy = -8.567 eV
electronic energy = -5515.77985 hartree
gap between HOMO and LUMO = 0.2940 Ha